Entry from the OMol25 dataset: a structure of composition Cl7NiO28 in a non-equilibrium geometry (wB97M-V/def2-TZVPD).

Last column: Mulliken charge in e.
Atoms and positions in Å:
Ni -0.19775 -0.27878 -0.17488  2.5180
Cl -3.31634 -0.52783 1.79612  1.6632
O -2.67860 -0.73656 3.13614  -0.6856
O -4.08866 -1.60402 1.55571  -0.6353
O -4.19899 0.70312 1.62192  -0.7074
O -2.31104 -0.38961 0.80485  -0.7466
Cl 3.58254 -1.73580 -1.16112  1.6070
O 4.49047 -0.81472 -1.88727  -0.7733
O 3.37468 -2.74413 -2.07547  -0.6884
O 4.31943 -1.97674 0.00870  -0.6206
O 2.24568 -1.24477 -1.13961  -0.6577
Cl -2.36125 0.20100 -2.69209  1.8042
O -1.41112 -0.77654 -2.24770  -0.8057
O -3.65864 -0.33062 -2.45154  -0.7852
O -2.51676 1.41726 -2.05091  -0.5650
O -2.15378 0.35840 -4.10606  -0.7341
Cl 1.78550 0.36654 2.78435  1.6973
O 0.98291 1.14923 3.75744  -0.6924
O 2.20309 -0.76733 3.53346  -0.6893
O 1.10516 -0.11166 1.54739  -0.6449
O 2.90420 1.06198 2.36421  -0.6612
Cl -1.30962 3.78193 0.90397  1.6494
O -0.70114 4.23595 2.04651  -0.6474
O -1.18337 4.70102 -0.23923  -0.7105
O -0.66739 2.52270 0.51498  -0.6391
O -2.68984 3.46403 1.22205  -0.6828
Cl 1.36991 1.83180 -3.24118  1.6660
O 2.69733 1.62745 -3.40736  -0.6834
O 0.86011 1.37819 -4.41537  -0.7256
O 0.84541 1.24538 -2.05351  -0.5446
O 1.10137 3.25254 -3.33526  -0.7981
Cl 0.31580 -3.85723 1.85882  1.7424
O -0.86138 -4.55715 2.08146  -0.7205
O 0.97527 -3.45454 3.05783  -0.6694
O 1.24944 -4.51201 1.07575  -0.7155
O -0.10262 -2.87849 1.00693  -0.7180

Charge: -5
HOMO energy (spin up / spin down) (eV): 3.244 / 3.245
Energy relative to the best compared isomer or geometry (same formula, charge and spin) (eV): 3.5383
LUMO level (spin up / spin down) (eV): 10.409 / 9.639
Calculated total energy (Ha): -6833.9815
Multiplicity: 3